No. 1
{
  "formula": "C3H6BrIO",
  "method": "ωB97M-V/def2-TZVPD",
  "lumo_ev": 0.4,
  "e_homo_ev": -9.52,
  "smiles": "O[C@H](CBr)CI",
  "multiplicity": 1,
  "gap_ev": 9.90,
  "symbols": ["O", "C", "C", "Br", "C", "I", "H", "H", "H", "H", "H", "H"],
  "positions_angstrom": [[-1.00673, 0.48935, -1.22572], [-0.52857, 0.00950, 0.02378], [0.06014, 1.21939, 0.86915], [0.13987, 0.61429, 2.75988], [0.51053, -1.11540, -0.37958], [-0.33215, -2.58592, -1.60247], [-0.17483, 0.63770, -1.67333], [-1.47454, -0.39160, 0.51789], [-0.61848, 2.05193, 0.75917], [1.03223, 1.32841, 0.53165], [1.32817, -0.58867, -0.95934], [1.06434, -1.66897, 0.37893]],
  "lowdin_charge": [-0.11, -0.57, -0.49, 0.60, -0.67, 0.84, 0.07, 0.14, 0.07, 0.03, 0.07, 0.03]
}

No. 2
{
  "formula": "C15H20N6O5",
  "method": "ωB97M-V/def2-TZVPD",
  "lumo_ev": -0.3,
  "e_homo_ev": -8.47,
  "multiplicity": 1,
  "gap_ev": 8.13,
  "symbols": ["N", "N", "O", "O", "O", "O", "N", "N", "O", "C", "C", "C", "C", "C", "C", "C", "C", "N", "N", "C", "C", "C", "C", "C", "C", "C", "H", "H", "H", "H", "H", "H", "H", "H", "H", "H", "H", "H", "H", "H", "H", "H", "H", "H", "H", "H"],
  "positions_angstrom": [[5.02720, 2.86984, -1.54578], [-4.98392, -0.55726, 3.02818], [3.33100, -0.77477, 0.91432], [-3.65841, 1.42592, -0.90355], [1.41861, -4.32193, -2.13804], [0.54103, 0.63500, -1.56600], [4.53971, 2.12877, -0.70679], [-4.79241, 0.06653, 2.10191], [0.18460, -3.33075, -3.69586], [3.70600, -0.10983, -0.10099], [-3.68962, 0.66104, 0.01884], [1.02247, -3.26962, -2.60829], [0.24966, -0.14990, -0.72319], [4.01060, 1.30435, 0.17806], [-4.69702, 0.75799, 1.03961], [-1.96565, 2.17989, 3.42028], [-0.77845, 2.57483, 2.91101], [0.68808, -1.44422, -0.92172], [-0.99844, 1.70853, 0.56435], [-0.55642, 2.73177, 1.43089], [3.61736, -0.64985, -1.55037], [-2.81898, -0.57927, -0.17631], [3.05182, -1.99813, -1.75271], [-1.73167, -0.63676, 0.88339], [1.50279, -1.97044, -1.97499], [-0.50109, 0.28148, 0.62751], [-0.08021, -4.27977, -3.74670], [3.81913, 1.50569, 1.17358], [-5.65205, 1.22836, 0.70426], [-2.91437, 2.11293, 2.83709], [-2.05791, 2.09380, 4.56141], [0.03540, 2.75940, 3.62319], [0.22726, -2.24094, -0.55881], [-1.15565, 2.03596, -0.42835], [0.48165, 2.76015, 1.25147], [-0.95194, 3.67373, 1.10474], [4.64517, -0.74780, -1.81224], [3.14670, 0.04202, -2.27202], [-2.58082, -0.67351, -1.22807], [-3.52300, -1.50371, 0.02370], [3.57126, -2.34470, -2.67119], [3.20565, -2.64557, -0.83206], [-2.16607, -0.46937, 1.91605], [-1.33522, -1.66706, 0.93109], [1.31008, -1.24771, -2.75467], [0.25606, 0.07487, 1.42375]],
  "lowdin_charge": [0.22, 0.25, 0.01, 0.07, 0.10, 0.09, -0.07, -0.11, 0.10, -0.33, -0.46, -0.43, -0.41, -0.05, -0.09, -0.01, -0.15, 0.13, -0.03, -0.26, -0.15, -0.12, -0.13, -0.17, -0.24, -0.17, 0.14, 0.10, 0.16, 0.05, 0.07, 0.10, 0.13, 0.15, 0.09, 0.12, 0.11, 0.13, 0.12, 0.15, 0.14, 0.15, 0.12, 0.10, 0.14, 0.16]
}

No. 3
{
  "formula": "C28H38BrCl16N3O3P",
  "method": "ωB97M-V/def2-TZVPD",
  "lumo_ev": -3.9,
  "e_homo_ev": -11.76,
  "total_charge": 1,
  "multiplicity": 1,
  "gap_ev": 7.91,
  "symbols": ["C", "C", "C", "C", "O", "C", "C", "C", "C", "C", "N", "C", "C", "Br", "C", "C", "C", "C", "C", "C", "O", "C", "C", "P", "O", "N", "C", "C", "C", "C", "N", "C", "H", "H", "H", "H", "H", "H", "H", "H", "H", "H", "H", "H", "H", "H", "H", "H", "H", "H", "H", "H", "H", "H", "H", "H", "H", "H", "H", "H", "H", "H", "H", "H", "H", "H", "H", "H", "H", "H", "C", "Cl", "Cl", "Cl", "Cl", "C", "Cl", "Cl", "Cl", "Cl", "C", "Cl", "Cl", "Cl", "Cl", "C", "Cl", "Cl", "Cl", "Cl"],
  "positions_angstrom": [[3.49071, 4.00065, 1.29590], [3.62956, 2.88597, 0.23800], [2.32684, 2.78489, -0.57858], [2.43771, 1.69716, -1.63480], [1.15441, 1.15277, -2.07745], [0.40219, 0.58585, -1.14094], [0.69027, -0.64491, -0.56705], [1.88305, -1.40331, -1.09664], [3.10984, -1.50429, -0.14307], [4.45284, -1.34001, -0.87844], [5.20856, -0.21475, -0.29695], [-0.13426, -1.13572, 0.43316], [0.26161, -2.45146, 1.05933], [0.57707, -2.17955, 2.96996], [-0.64244, -3.67063, 0.73806], [-1.74987, -3.44274, -0.29410], [-1.29858, -0.41249, 0.81737], [-2.23057, -0.96490, 1.88171], [-3.73070, -1.10612, 1.48067], [-4.68193, -0.44566, 2.48946], [-5.90388, -1.17314, 2.52312], [-6.88262, -0.54391, 1.70836], [-1.54522, 0.79037, 0.20287], [-2.98694, 1.82132, 0.72385], [-2.92012, 2.01585, 2.19067], [-0.70699, 1.26285, -0.77596], [-0.98364, 2.50803, -1.49559], [-0.74401, 3.73961, -0.91553], [-1.02953, 4.85633, -1.68599], [-1.50437, 4.64085, -2.97813], [-1.69213, 3.45860, -3.54839], [-1.44775, 2.39018, -2.79455], [4.33525, 4.68498, 1.29716], [2.58643, 4.58578, 1.11265], [3.37463, 3.58589, 2.29619], [3.71424, 1.93961, 0.77028], [4.47863, 3.05145, -0.42027], [1.53431, 2.59006, 0.14747], [2.17129, 3.75473, -1.05352], [3.12888, 0.92320, -1.29743], [2.87021, 2.12312, -2.53715], [2.21756, -0.93861, -2.01974], [1.56668, -2.41454, -1.35863], [3.11359, -2.50669, 0.28495], [3.02211, -0.79003, 0.67687], [4.29928, -1.10941, -1.93260], [5.03480, -2.25721, -0.76450], [5.12926, -0.23013, 0.71252], [6.19027, -0.32877, -0.52085], [1.24880, -2.69874, 0.70277], [0.01516, -4.44115, 0.33261], [-1.03573, -4.08763, 1.66367], [-1.42680, -2.84098, -1.14242], [-2.02797, -4.41698, -0.69814], [-2.65196, -3.05074, 0.16419], [-1.90037, -1.96284, 2.13331], [-2.13512, -0.31845, 2.75414], [-3.84824, -0.69518, 0.47729], [-4.00331, -2.15723, 1.43565], [-4.90925, 0.58934, 2.23554], [-4.23368, -0.50866, 3.48066], [-6.49521, -0.30237, 0.71266], [-7.72421, -1.21464, 1.58455], [-7.23076, 0.36006, 2.21844], [-4.14249, 1.16171, 0.28340], [-2.92831, 3.01969, 0.02544], [-0.34947, 3.82595, 0.08830], [-0.86377, 5.85278, -1.30488], [-1.72456, 5.51516, -3.58155], [-1.61953, 1.41603, -3.23851], [-5.28010, 5.33249, -0.64169], [-5.04090, 4.78446, 1.02317], [-6.59518, 4.41282, -1.37420], [-5.65058, 7.04751, -0.65579], [-3.77045, 5.03781, -1.55514], [-10.10000, 0.46035, -0.62033], [-9.48849, -1.14475, -0.18974], [-8.71405, 1.45727, -1.11153], [-11.25883, 0.33657, -1.93365], [-10.86680, 1.19502, 0.78576], [8.71633, -3.26939, -0.43810], [9.22442, -3.71109, 1.18640], [7.30368, -4.22549, -0.90237], [8.29508, -1.54242, -0.46911], [10.02578, -3.56033, -1.58010], [9.52524, -8.05900, 0.98004], [10.72436, -8.26958, 2.25538], [9.47377, -9.50266, -0.03131], [7.93364, -7.78949, 1.70598], [9.95333, -6.65629, -0.00449]],
  "lowdin_charge": [-0.09, -0.24, -0.19, -0.10, 0.00, -0.22, -0.05, -0.11, -0.16, -0.26, -0.01, -0.13, -0.62, 0.82, -0.23, -0.07, -0.12, -0.16, -0.17, -0.23, -0.18, -0.13, -0.15, 0.80, -0.38, 0.09, -0.22, -0.05, -0.12, -0.24, 0.11, -0.05, 0.07, 0.06, 0.07, 0.09, 0.12, 0.11, 0.12, 0.09, 0.15, 0.11, 0.13, 0.11, 0.11, 0.11, 0.07, 0.07, -0.02, 0.03, 0.11, 0.10, 0.08, 0.09, 0.05, 0.06, 0.12, 0.08, 0.11, 0.08, 0.13, 0.07, 0.02, 0.10, 0.04, -0.04, 0.13, 0.12, 0.12, 0.14, -2.00, 0.55, 0.53, 0.57, 0.65, -2.04, 0.56, 0.49, 0.55, 0.54, -2.04, 0.52, 0.53, 0.56, 0.54, -2.05, 0.54, 0.54, 0.51, 0.48]
}

No. 4
{
  "formula": "C24H71O12V",
  "method": "ωB97M-V/def2-TZVPD",
  "lumo_ev": [-3.1, -3.3],
  "e_homo_ev": [-10.59, -11.38],
  "s_squared": 3.759,
  "total_charge": 1,
  "multiplicity": 4,
  "gap_ev": [7.52, 8.10],
  "symbols": ["V", "O", "H", "H", "H", "C", "C", "C", "O", "H", "H", "H", "H", "H", "H", "H", "C", "C", "C", "O", "H", "H", "H", "H", "H", "H", "H", "C", "C", "O", "H", "H", "H", "H", "H", "H", "C", "C", "O", "H", "H", "H", "H", "H", "H", "C", "C", "O", "H", "H", "H", "H", "H", "H", "C", "C", "O", "H", "H", "H", "H", "H", "H", "C", "C", "O", "H", "H", "H", "H", "H", "H", "C", "C", "O", "H", "H", "H", "H", "H", "H", "C", "C", "O", "H", "H", "H", "H", "H", "H", "C", "C", "O", "H", "H", "H", "H", "H", "H", "C", "C", "O", "H", "H", "H", "H", "H", "H"],
  "positions_angstrom": [[1.31266, -1.96031, 3.28490], [0.78672, -4.12629, -0.00896], [0.64429, -4.84274, 0.63242], [0.10146, -4.16711, -0.83140], [0.73041, -3.16718, 0.49726], [3.77104, 0.61253, 2.88229], [3.90055, -0.26723, 4.11096], [4.11159, 0.50999, 5.40188], [2.85400, -1.20157, 4.27902], [4.51810, 1.40380, 2.93025], [2.74135, 0.98115, 2.82765], [3.93929, 0.06837, 1.94981], [4.79695, -0.89274, 3.95045], [3.18870, 0.99907, 5.72462], [4.79913, 1.33419, 5.16745], [4.56903, -0.06831, 6.19658], [-1.05191, -0.77569, 0.10608], [0.44820, -0.92843, 0.23610], [1.14553, 0.39411, 0.43535], [0.72162, -1.82493, 1.25989], [-1.55688, -0.47153, 1.03482], [-1.56948, -1.66568, -0.26135], [-1.27870, 0.08054, -0.53927], [0.79951, -1.23059, -0.76006], [2.17604, 0.22716, 0.72664], [0.63765, 1.12643, 1.07396], [1.16628, 0.94999, -0.51431], [-2.85781, 3.76768, 0.79946], [-3.28784, 2.87194, -0.33286], [-3.08569, 3.43464, -1.63271], [-3.33742, 4.74826, 0.75987], [-1.78546, 3.90201, 0.85726], [-3.24043, 3.33398, 1.73181], [-4.35096, 2.61382, -0.17260], [-2.83314, 1.87766, -0.29583], [-3.83019, 4.03292, -1.76733], [4.32232, 0.77966, -1.05363], [4.55803, -0.68770, -0.79354], [5.59011, -0.82726, 0.15949], [3.55069, 0.87928, -1.81586], [5.28064, 1.18281, -1.39276], [4.07123, 1.37911, -0.17862], [4.67695, -1.20110, -1.76703], [3.62888, -1.21557, -0.47902], [5.66896, -1.75892, 0.39394], [-4.50791, -2.30787, 3.81731], [-3.25539, -1.86544, 3.06073], [-2.95804, -0.45064, 3.34011], [-4.76787, -3.32107, 3.49219], [-5.34502, -1.64217, 3.62792], [-4.27658, -2.41186, 4.87580], [-3.35461, -2.12716, 1.99917], [-2.36295, -2.37049, 3.44764], [-3.60801, 0.07245, 2.85108], [0.73027, 2.73450, -3.99892], [1.43025, 2.85737, -5.31133], [0.46303, 2.62948, -6.34919], [-0.23011, 3.25440, -3.97684], [1.35422, 3.09735, -3.17650], [0.48988, 1.71460, -3.67498], [2.18076, 2.05330, -5.34447], [1.88551, 3.83461, -5.48183], [0.85253, 2.69940, -7.22247], [-2.00221, -0.12372, -4.25896], [-3.00690, 0.99147, -4.23053], [-3.92854, 0.58311, -3.17976], [-2.50843, -1.06598, -4.52425], [-1.48623, -0.36748, -3.33578], [-1.25641, -0.08011, -5.06329], [-3.59395, 1.19601, -5.12900], [-2.62654, 1.98994, -3.99163], [-3.95536, 1.28569, -2.52309], [-4.81318, -2.48897, -2.18695], [-4.36947, -3.95783, -2.18541], [-5.24221, -4.71965, -3.01201], [-4.37476, -1.81242, -1.44156], [-5.89327, -2.36040, -2.15524], [-4.41358, -2.02274, -3.09188], [-4.30165, -4.39115, -1.17132], [-3.36168, -4.04276, -2.60118], [-6.14823, -4.62810, -2.70545], [0.12312, 0.87285, 5.67257], [-0.05547, 0.89810, 4.19500], [-0.16566, -0.48372, 3.67061], [-0.69194, 0.41442, 6.24908], [0.20553, 1.87122, 6.11966], [1.00453, 0.33164, 6.02982], [0.77103, 1.40982, 3.71215], [-0.99801, 1.35362, 3.88991], [-1.10427, -0.72998, 3.71091], [0.37256, -3.00942, -3.26013], [0.00267, -4.48129, -3.13617], [-0.79955, -4.79404, -1.94362], [-0.53449, -2.40213, -3.28918], [0.90262, -2.87337, -4.20086], [0.97826, -2.66643, -2.42238], [0.90254, -5.10432, -3.25173], [-0.53321, -4.81862, -4.03142], [-1.56465, -5.22657, -2.33658], [2.63562, 3.86096, 1.18514], [4.13942, 3.93464, 1.29317], [4.66200, 5.05068, 0.51027], [2.10667, 4.80765, 1.27816], [2.21988, 3.15551, 1.90904], [2.36247, 3.46844, 0.19524], [4.60988, 3.01352, 0.93116], [4.44203, 4.12034, 2.33201], [5.42704, 5.38056, 0.98692]],
  "lowdin_charge": [1.06, 0.14, 0.15, 0.13, 0.10, -0.05, -0.55, -0.05, -0.36, 0.08, 0.05, 0.06, 0.13, 0.07, 0.08, 0.08, -0.04, -0.56, -0.05, -0.35, 0.07, 0.07, 0.07, 0.11, 0.04, 0.08, 0.09, -0.08, -0.33, -0.07, 0.08, 0.07, 0.07, 0.12, 0.09, 0.10, -0.08, -0.35, -0.06, 0.08, 0.09, 0.04, 0.11, 0.10, 0.09, -0.07, -0.27, -0.11, 0.08, 0.08, 0.08, 0.11, 0.10, 0.10, -0.10, -0.31, -0.09, 0.08, 0.07, 0.06, 0.11, 0.11, 0.08, -0.10, -0.26, -0.11, 0.07, 0.05, 0.08, 0.12, 0.10, 0.04, -0.08, -0.32, -0.07, 0.06, 0.08, 0.06, 0.11, 0.08, 0.08, -0.08, -0.21, -0.20, 0.09, 0.09, 0.07, 0.10, 0.12, 0.05, -0.06, -0.25, -0.10, 0.06, 0.09, 0.06, 0.12, 0.12, 0.10, -0.08, -0.30, -0.08, 0.08, 0.05, 0.07, 0.08, 0.11, 0.07]
}

Table of calculated total energy (Ha), in record order: -3064.8284 -1288.1097 -11757.8138 -2803.5079